Record 1
The following is a DFT calculation (wB97M-V/def2-TZVPD) of a 3-piece molecular cluster, C4H14NO3 overall.

Results
* net charge: -1
* 2S+1: 1
* gap between HOMO and LUMO: 7.8 eV

Last column: Löwdin charge in e.
Atoms and positions in Å:
1 C 0.3377 0.0737 -0.9517  -0.35
2 H 1.0997 -0.6692 -1.1806  0.09
3 C 0.9718 -1.5539 1.0582  -0.11
4 H -0.6004 -2.4345 -0.6391  -0.03
5 O -2.5215 2.0147 -2.2747  -0.11
6 H 0.5786 2.6121 1.2967  0.06
7 H -2.2720 1.6156 -3.0288  -0.07
8 H -1.0559 -0.8730 0.5263  0.17
9 H -0.8373 0.8506 1.6037  0.05
10 O -0.7637 0.1538 -1.7600  -0.30
11 H -0.8777 -1.2905 -1.7555  0.03
12 H -1.9634 1.3950 -1.6949  0.02
13 C 0.9512 1.6749 1.6626  -0.12
14 H 2.1169 -1.3631 0.9007  0.10
15 H 0.9412 -1.5147 2.1785  0.07
16 H 1.3835 1.5873 2.6530  0.06
17 H 0.9009 -2.5367 0.7192  0.02
18 O -1.0283 -2.3943 -1.5502  -0.25
19 H 1.7892 1.5284 0.8892  0.09
20 C 0.0632 -0.4107 0.5782  -0.39
21 N 0.0495 0.5158 1.6583  -0.12
22 H 0.7367 1.0185 -0.8889  0.06

Forces on atoms 1 to 3 (eV/Å):
-1.276 -1.590 1.981
0.334 -0.072 -1.109
3.095 2.001 1.689

Record 2
The following is a DFT calculation (wB97M-V/def2-TZVPD) of a 3-piece molecular cluster, C4H14NO3 overall.

Results
* 2S+1: 2
* gap between HOMO and LUMO (alpha / beta): 3.6 / 8.0 eV

Last column: Löwdin charge in e.
Atoms and positions in Å:
1 H -0.2838 0.5450 -0.3038  0.06
2 N -0.6918 -0.2822 0.0349  0.05
3 H -0.0262 -2.7915 1.3924  0.11
4 H -0.4010 -1.8051 -1.3490  0.16
5 O -0.3449 2.3467 -1.2092  -0.07
6 C 0.7355 -2.0889 0.7165  -0.12
7 H -0.7158 2.0971 3.0724  0.12
8 O 1.5879 0.5545 -1.0568  -0.10
9 H -0.4377 -0.2774 1.0549  0.14
10 H 1.4768 -2.8714 0.7895  0.05
11 C -2.1853 -0.6152 -0.3579  0.03
12 O -0.1936 1.1768 2.9392  -0.11
13 H 1.4139 -1.2966 1.3340  0.14
14 H -0.9621 2.9497 -1.5896  0.02
15 H -2.8169 0.2096 -0.3199  0.05
16 H -2.5162 -1.3641 0.2630  0.05
17 H 0.5235 1.7392 2.6537  0.02
18 C 0.2611 -1.3196 -0.4522  -0.41
19 H -2.3277 -0.9800 -1.4999  0.15
20 H 1.9099 -1.3157 -1.7230  0.06
21 C 1.4026 -0.6091 -1.1504  -0.46
22 H 0.3268 2.3097 -1.9410  0.08

Forces on atoms 1 to 3 (eV/Å):
0.368 2.503 -1.311
-1.721 -2.578 1.346
0.726 2.397 -1.159

Listing relative energy (zero: lowest compared OMol25 entry of this formula, charge and spin) for the structures above in their given order: 252.8, 465.3 kJ/mol.